[1]
ORCA calculation (ωB97M-V/def2-TZVPD) on C11H31ClI2N3P2Tb as an isolated structure at a distorted geometry.

The HOMO-LUMO gap (alpha / beta) is 0.2163 / 0.2183 Eh. For the energy above the lowest of the compared OMol25 structures with the same formula, charge and spin, the calculation gives 0.0 kcal/mol. The value obtained for the LUMO energy (alpha / beta) is -8.8 / -8.8 eV. The expectation value of S² is 12.69. Its strongest force on any atom is 1.98 eV/A.

ORCA input file:
```
! wB97M-V def2-TZVPD RIJCOSX def2/J DEFGRID3
* xyz 2 7
I 0.3295 1.3783 -4.2146
I -0.3882 3.0154 -1.8766
Tb -0.0062 0.5285 0.1963
P -2.8119 -0.0710 -0.1769
C -3.7492 1.0738 0.9896
C -3.3347 0.3109 -1.9224
H -4.4071 0.2477 -2.1679
H -4.4519 -2.0531 0.1185
H -2.7990 -0.3940 -2.5810
H -2.8237 -2.4808 -0.4435
H -3.4341 2.0983 0.7262
H -3.0143 1.3418 -2.1581
C -3.3812 -1.8039 0.2300
H -4.8487 1.0489 0.9545
H -3.1130 -2.0185 1.2843
H -3.4390 0.8286 2.0221
P 2.7844 -0.0723 -0.1437
C 3.7002 1.0875 1.0271
C 3.3961 -1.8003 0.2118
H 2.8002 -0.3721 -2.5529
H 4.3942 0.2883 -2.1485
H 2.9967 1.3623 -2.1223
C 3.3237 0.3341 -1.8844
H 2.8510 -2.4558 -0.4893
H 4.4716 -2.0237 0.0840
H 4.8007 1.0605 1.0379
H 3.3648 0.8595 2.0508
H 3.1349 -2.0629 1.2549
H 3.3865 2.1077 0.7493
Cl -0.0140 -1.5158 -1.3938
C -2.0733 -0.6737 4.4710
N -0.6256 -0.6487 4.6359
C -0.1233 -1.0319 5.9420
C 0.1601 -0.4620 3.5358
N -0.3955 -0.4670 2.3385
N 1.5338 -0.2587 3.7125
C 1.9691 0.8264 4.6045
C 2.3838 -1.4553 3.7971
H -2.6070 -0.8575 5.4129
H -2.3608 -1.4953 3.7858
H -2.4171 0.3111 4.1114
H 0.4688 -1.9424 5.8552
H 0.3988 -0.2047 6.4258
H -0.9484 -1.2613 6.6121
H -1.3721 -0.7781 2.4336
H 2.3094 0.5302 5.6120
H 2.8203 1.3369 4.1274
H 1.1644 1.5483 4.7528
H 1.8611 -2.3060 3.3398
H 3.3491 -1.2379 3.2980
H 2.5978 -1.8051 4.8255
*
```

=====

[2]
ORCA calculation (ωB97M-V/def2-TZVPD) on C36H90N6Na3O16P as an isolated structure at a distorted geometry.

The HOMO-LUMO gap is 0.2844 Eh. For the energy above the lowest of the compared OMol25 structures with the same formula, charge and spin, the calculation gives 28.3 kcal/mol. The value obtained for the LUMO energy is -0.1 eV. Its strongest force on any atom is 1.67 eV/A.

ORCA input file:
```
! wB97M-V def2-TZVPD RIJCOSX def2/J DEFGRID3
* xyz 0 1
Na 1.8052 1.6961 0.4614
Na -2.0263 1.4721 3.0650
Na -0.6701 -2.5947 1.6685
P -0.2349 0.0433 1.4074
O -0.9381 -0.5202 2.6586
O 1.2438 -0.4194 1.3584
O -0.3264 1.5992 1.4156
O -0.9005 -0.5755 0.1578
C -2.1758 -6.3047 -3.5512
O -2.3655 -4.9757 -3.1468
C -1.1280 -4.2852 -3.0367
C -1.3352 -2.9524 -2.3900
N -1.3508 -3.0224 -0.9236
C -2.6460 -3.4780 -0.3962
C -2.5158 -4.8354 0.2415
O -1.7950 -4.6984 1.4671
C -1.4961 -5.9329 2.0485
H -1.6012 -6.8730 -2.7926
H -1.5707 -6.3560 -4.4633
H -3.1429 -6.7965 -3.6052
H -0.6973 -4.1770 -4.0428
H -0.4306 -4.8680 -2.4206
H -2.1711 -2.3621 -2.7870
H -0.4359 -2.3484 -2.5867
H -1.2500 -2.0458 -0.6084
H -3.4158 -3.5769 -1.1741
H -3.0740 -2.7411 0.2954
H -2.0082 -5.5454 -0.4189
H -3.5155 -5.2282 0.4798
H -0.9684 -6.5968 1.3515
H -2.4022 -6.4697 2.3684
H -0.8840 -5.7896 2.9374
C 4.4367 2.8136 -2.2350
O 3.2473 2.1830 -1.8446
C 3.0337 1.0004 -2.5877
C 1.8221 0.2512 -2.1178
N 0.6580 1.0247 -1.7762
C -0.0405 1.7795 -2.7797
C -0.7182 0.9544 -3.8510
O 0.2469 0.4425 -4.7582
C -0.2836 -0.5567 -5.5786
H 4.4545 3.8217 -1.8225
H 4.4635 2.9384 -3.3265
H 5.3151 2.2477 -1.9066
H 3.8992 0.3325 -2.4526
H 2.9713 1.1892 -3.6692
H 2.0873 -0.2810 -1.1938
H 1.5983 -0.5661 -2.8194
H 0.0511 0.5833 -1.0890
H 0.5670 2.5775 -3.2187
H -0.8462 2.3299 -2.2742
H -1.4614 1.5445 -4.4137
H -1.2898 0.1438 -3.3736
H -0.8222 -1.3322 -5.0214
H 0.5370 -1.0068 -6.1404
H -0.9650 -0.1644 -6.3513
C -2.0016 8.7289 1.0622
O -0.8125 8.5064 1.7873
C 0.3405 8.3137 0.9961
C 0.3179 7.0672 0.1360
N 0.2106 5.8996 1.0000
C -0.2380 4.6418 0.3757
C -1.4630 4.7194 -0.5114
O -1.2094 5.2769 -1.7720
C -2.3921 5.3981 -2.5268
H -2.1363 8.0963 0.1776
H -2.0612 9.7620 0.6949
H -2.8338 8.5320 1.7350
H 1.1636 8.1913 1.7102
H 0.6367 9.1918 0.4073
H 1.2445 7.0854 -0.4462
H -0.5107 7.1501 -0.5758
H -0.4817 6.1905 1.6885
H -0.4653 3.9073 1.1446
H 0.6263 4.3204 -0.2145
H -2.3384 5.1396 0.0175
H -1.8130 3.6747 -0.6524
H -2.1386 5.6575 -3.5546
H -3.0158 6.2109 -2.1332
H -2.9451 4.4516 -2.5525
C 7.7704 -1.2127 -1.1650
O 6.5633 -1.5558 -0.5251
C 6.0252 -0.4910 0.2311
C 4.6457 -0.9175 0.7090
N 3.8319 0.2128 1.1468
C 4.3286 0.7427 2.4223
C 3.3528 1.6871 3.1001
O 3.2283 2.9031 2.3978
C 2.2845 3.7857 2.9847
H 7.7319 -0.1942 -1.5617
H 7.9136 -1.9430 -1.9595
H 8.6217 -1.2914 -0.4769
H 5.9109 0.4092 -0.3940
H 6.7003 -0.2229 1.0554
H 4.7615 -1.7148 1.4576
H 4.1229 -1.3086 -0.1687
H 2.8857 -0.1260 1.3909
H 5.3123 1.1995 2.3012
H 4.4287 -0.0468 3.1971
H 3.7402 1.9140 4.1096
H 2.3920 1.1863 3.2936
H 1.2764 3.3527 2.9207
H 2.2604 4.6813 2.3669
H 2.5509 3.9986 4.0233
C -0.2471 -3.1686 4.7068
O 1.0747 -3.4634 5.1285
C 2.0729 -2.8461 4.3493
C 2.4508 -3.5984 3.0840
N 1.5450 -3.2707 1.9773
C 1.8686 -3.6485 0.6273
C 1.4266 -5.0515 0.2591
O 2.2704 -5.5603 -0.7521
C 1.9853 -6.8974 -1.0614
H -0.3718 -2.1116 4.4554
H -0.9040 -3.4059 5.5461
H -0.5500 -3.8171 3.8780
H 2.9723 -2.7793 4.9649
H 1.7704 -1.8210 4.0922
H 2.4628 -4.6768 3.2586
H 3.4715 -3.3025 2.7880
H 1.4070 -2.2546 1.9483
H 2.8726 -3.4950 0.1994
H 1.2933 -2.9517 0.0000
H 0.3836 -5.0751 -0.0886
H 1.4337 -5.6981 1.1554
H 0.9403 -7.0677 -1.3569
H 2.2070 -7.5535 -0.2093
H 2.6279 -7.1662 -1.8990
C -5.1109 1.4062 4.6939
O -4.2979 0.7900 3.7182
C -5.0771 0.3707 2.6039
C -4.1711 -0.1934 1.5357
N -3.4229 0.8465 0.8386
C -4.1165 1.5029 -0.2503
C -4.2914 0.6019 -1.4689
O -5.1584 1.2231 -2.3803
C -5.2130 0.5666 -3.6198
H -5.9750 0.7728 4.9355
H -5.5174 2.3627 4.3451
H -4.5452 1.5414 5.6130
H -5.7029 1.1965 2.2483
H -5.7428 -0.4383 2.9365
H -4.7878 -0.8092 0.8664
H -3.4137 -0.8195 2.0156
H -2.4948 0.5308 0.5572
H -3.5163 2.3452 -0.5980
H -5.0968 1.8615 0.0720
H -4.6434 -0.4054 -1.1937
H -3.3029 0.4278 -1.9267
H -5.8711 -0.3136 -3.5622
H -4.2337 0.2079 -3.9595
H -5.6228 1.2515 -4.3591
*
```

=====

[3]
ORCA calculation (ωB97M-V/def2-TZVPD) on one molecule with the formula C19H23ClN2O5S at a distorted geometry.

The HOMO-LUMO gap is 0.3448 Eh. For the energy above the lowest of the compared OMol25 structures with the same formula, charge and spin, the calculation gives 5.5 kcal/mol. The value obtained for the LUMO energy is 0.7 eV. Its strongest force on any atom is 1.09 eV/A. The SMILES is CCOc1ccc(Cl)cc1S(=O)(=O)N1CCC(C(=O)NCc2ccco2)CC1.

ORCA input file:
```
! wB97M-V def2-TZVPD RIJCOSX def2/J DEFGRID3
* xyz 0 1
C 2.8275 3.2678 2.2113
C 3.5559 1.9340 2.1878
O 3.1516 1.2519 1.0100
C 3.6964 0.0628 0.7126
C 4.6004 -0.6428 1.5086
C 5.0803 -1.8756 1.1004
C 4.6682 -2.4221 -0.1042
Cl 5.2672 -3.9606 -0.6009
C 3.7769 -1.7324 -0.9131
C 3.3052 -0.5068 -0.5015
S 2.1669 0.4095 -1.5451
O 1.8680 -0.4331 -2.6736
O 2.7094 1.7074 -1.8115
N 0.8562 0.5446 -0.5238
C 0.2730 1.8596 -0.3787
C -0.6806 2.1860 -1.5278
C -1.7447 1.0966 -1.6989
C -2.7389 1.0750 -0.5405
O -2.5642 1.6023 0.5371
N -3.8771 0.4004 -0.8364
C -4.8626 0.0723 0.1738
C -4.9402 -1.4032 0.3884
C -5.9685 -2.2884 0.2481
C -5.4391 -3.5644 0.5632
C -4.1292 -3.3591 0.8618
O -3.8172 -2.0571 0.7589
C -1.0669 -0.2783 -1.8188
C -0.1190 -0.5135 -0.6414
H 3.1383 3.8445 3.0779
H 3.0578 3.8239 1.3072
H 1.7546 3.1047 2.2535
H 3.2955 1.3390 3.0737
H 4.6423 2.0931 2.1730
H 4.9367 -0.2405 2.4506
H 5.7783 -2.4133 1.7229
H 3.4435 -2.1216 -1.8620
H 1.1012 2.5661 -0.3602
H -0.2640 1.8884 0.5720
H -0.0998 2.2609 -2.4498
H -1.1620 3.1454 -1.3335
H -2.3103 1.2940 -2.6176
H -3.9641 -0.0610 -1.7282
H -4.5330 0.5829 1.0851
H -5.8486 0.4464 -0.1169
H -6.9757 -2.0614 -0.0354
H -5.9637 -4.4974 0.5628
H -3.3440 -4.0297 1.1489
H -1.8091 -1.0790 -1.8521
H -0.4767 -0.3098 -2.7361
H 0.4274 -1.4480 -0.7792
H -0.6795 -0.5604 0.2979
*
```